Entry 1:
ORCA calculation (ωB97M-V/def2-TZVPD) on a molecular structure, C23H27MnN8O5.

## Properties
Expectation value of S²: 8.760
E_LUMO (spin up / spin down) in eV: -3.399 / -3.378
Multiplicity: 6
Charge: +1

Cartesian coordinates (Å):
Mn -1.0879 -1.9041 0.8679
N -3.2987 -0.3572 2.3696
N -3.6829 -1.1950 3.4236
C -3.1346 -2.4180 3.5313
N -3.5197 -3.2124 4.5216
N -2.2387 -2.7107 2.5780
N -1.5565 -3.8899 2.6028
O -0.7043 -3.9187 1.6934
O -1.7563 -4.8011 3.3805
H -3.2198 0.5937 2.7051
H -3.9495 -0.4159 1.5913
H -4.5513 -1.0216 3.9129
H -4.1498 -2.8835 5.2329
H -3.1208 -4.1388 4.5900
C 2.5170 0.2791 -2.9330
O 1.5479 1.3184 -3.0890
C 1.8316 2.4712 -2.3981
C 2.2388 3.5764 -3.1368
C 2.5440 4.7770 -2.5244
C 2.4369 4.8828 -1.1438
C 1.9992 3.8002 -0.4072
C 1.6795 2.5834 -1.0122
N 1.2781 1.5475 -0.1273
C 0.3334 0.5656 -0.2108
N -0.5105 0.5968 -1.2468
C -1.5752 -0.2778 -1.6308
C -1.9732 -1.4107 -0.9341
C -3.0531 -2.1271 -1.4885
C -3.6845 -1.7443 -2.6561
C -3.2593 -0.6027 -3.3334
C -2.2078 0.1308 -2.8204
O -1.7186 1.2750 -3.3857
C -2.1587 1.6100 -4.6924
N 0.2209 -0.3090 0.7728
C 1.1278 -0.2997 1.8689
C 0.6581 0.0536 3.1280
C 1.4643 -0.0228 4.2562
C 2.7683 -0.4642 4.1218
C 3.2608 -0.8388 2.8767
C 2.4472 -0.7725 1.7509
O 2.8265 -1.1748 0.5116
C 4.1348 -1.7098 0.3590
H 2.1592 -0.5680 -3.5127
H 2.6213 -0.0108 -1.8877
H 3.4822 0.6108 -3.3230
H 2.3241 3.4525 -4.2080
H 2.8696 5.6205 -3.1167
H 2.6747 5.8105 -0.6426
H 1.8818 3.8893 0.6664
H 1.7270 1.5868 0.7761
H -0.3045 1.2883 -1.9552
H -3.4034 -3.0299 -0.9971
H -4.5057 -2.3232 -3.0577
H -3.7495 -0.2956 -4.2446
H -1.5579 2.4573 -5.0093
H -3.2131 1.8946 -4.6885
H -2.0050 0.7743 -5.3778
H -0.3643 0.4097 3.2014
H 1.0789 0.2677 5.2233
H 3.4156 -0.5275 4.9857
H 4.2750 -1.1981 2.7939
H 4.2244 -1.9909 -0.6863
H 4.2702 -2.5939 0.9841
H 4.8955 -0.9648 0.6004

Okay, here come the Mulliken numbers, in e, for every atom: -0.049 -0.440 -0.216 0.590 -0.346 -0.267 1.376 -0.704 -0.707 0.276 0.263 0.198 0.172 0.223 -0.552 -0.361 0.567 -0.447 -0.558 -0.643 -0.986 0.386 0.341 0.310 0.038 0.964 -0.913 -0.064 -1.047 -0.342 0.609 -0.423 -1.030 -0.086 -0.490 -0.271 -0.957 -0.787 -0.660 1.377 -0.288 -1.152 0.282 0.046 0.325 0.473 0.413 0.405 0.472 0.307 0.152 0.379 0.406 0.434 0.269 0.352 0.442 0.481 0.432 0.423 0.463 0.244 0.460 0.435


Entry 2:
ORCA calculation (ωB97M-V/def2-TZVPD) on C23H27N3O2 in the gas phase.

## Properties
E_LUMO in eV: 0.795
Charge: 0

Cartesian coordinates (Å):
O -3.4977 -1.1884 -1.4420
C -2.3246 -1.4374 -1.3699
C -1.6770 -2.7608 -1.0333
C -0.1631 -2.5076 -1.0497
N 0.4310 -2.8121 0.2356
C 0.0979 -1.9464 1.3497
C 0.9868 -0.7028 1.4470
N 2.3857 -1.0845 1.4866
C 3.2691 0.0577 1.7073
C 3.1492 1.1328 0.6550
C 3.8901 1.0649 -0.5185
C 3.6977 1.9888 -1.5299
C 2.7615 2.9969 -1.3819
C 2.0311 3.0870 -0.2097
C 2.2249 2.1613 0.8001
C 2.7352 -1.8648 0.3092
C 1.8487 -3.1120 0.2591
C -0.0489 -1.0660 -1.5747
O 0.9465 -0.4795 -1.9191
N -1.3157 -0.5370 -1.6511
C -1.5687 0.8132 -2.1122
C -1.5532 1.8266 -0.9607
C -2.6450 1.5316 0.0304
C -2.3508 0.9964 1.2758
C -3.3630 0.6716 2.1625
C -4.6843 0.8827 1.8123
C -4.9872 1.4295 0.5767
C -3.9748 1.7520 -0.3068
H -2.0195 -3.1212 -0.0642
H -1.9827 -3.4959 -1.7785
H 0.3371 -3.1527 -1.7807
H -0.9485 -1.6418 1.2847
H 0.2315 -2.5420 2.2588
H 0.7553 -0.1719 2.3752
H 0.7714 -0.0320 0.5988
H 3.0203 0.4672 2.6916
H 4.2912 -0.3286 1.7417
H 4.6269 0.2835 -0.6395
H 4.2770 1.9180 -2.4388
H 2.6045 3.7135 -2.1748
H 1.3060 3.8786 -0.0814
H 1.6537 2.2408 1.7156
H 3.7805 -2.1709 0.4006
H 2.6145 -1.2904 -0.6204
H 2.1043 -3.7181 -0.6119
H 2.0258 -3.7048 1.1624
H -2.5477 0.8076 -2.5970
H -0.7871 1.0610 -2.8355
H -0.5750 1.7991 -0.4761
H -1.6935 2.8204 -1.3912
H -1.3200 0.8370 1.5567
H -3.1169 0.2502 3.1268
H -5.4756 0.6236 2.5000
H -6.0169 1.6000 0.2994
H -4.2179 2.1759 -1.2704

Okay, here come the Mulliken numbers, in e, for every atom: -0.604 0.561 -1.227 0.213 0.154 -1.213 -0.169 -0.019 -1.674 0.723 -0.332 -0.673 -0.555 -0.423 -0.210 -0.030 -1.526 0.209 -0.609 0.378 -1.339 -0.184 -0.151 0.195 -0.653 -0.477 -0.692 -0.302 0.313 0.325 0.589 0.387 0.363 0.757 -0.119 0.487 0.560 0.389 0.401 0.404 0.433 0.329 0.547 0.094 0.493 0.456 0.564 0.561 -0.479 0.578 0.602 0.412 0.393 0.383 0.404


DFT total energy, record by record: -77759.0788, -32855.6990 eV
ΔE to the lowest compared entry with this formula, charge and spin, record by record: 0.0, 28.8 kcal per mole